C49H40CrN3O4 as an isolated structure. Source: the OMol25 dataset; level of theory: ωB97M-V with the def2-TZVPD basis set.

Output
Kohn-Sham gap (alpha / beta) = 5.57 / 6.82 eV
Charge = -1
E_HOMO (alpha / beta) = -3.19 / -4.41 eV
Lowest unoccupied orbital energy (alpha / beta) = 2.4 / 2.4 eV
Multiplicity = 5
Molecular weight = 786.9 g/mol

Last column: Mulliken charge in e.
Positions of all 97 atoms, in Å:
Cr (-0.82, 1.49, 0.27)  0.242
C (0.08, 1.26, 4.58)  -1.011
C (0.23, 1.40, 3.19)  -0.143
N (-0.77, 1.72, 2.40)  0.497
C (-2.01, 1.94, 2.93)  0.124
C (-2.25, 1.81, 4.31)  1.463
C (-1.16, 1.46, 5.14)  -0.841
C (-3.56, 2.00, 4.81)  -1.038
C (-4.57, 2.29, 3.93)  -0.923
C (-4.33, 2.44, 2.55)  -0.877
C (-3.06, 2.30, 2.01)  -0.042
N (-2.67, 2.38, 0.70)  0.160
C (-3.35, 2.96, -0.32)  0.108
C (-4.46, 3.79, -0.26)  -0.945
C (-5.06, 4.30, -1.43)  -0.897
C (-4.59, 4.00, -2.68)  -0.869
C (-3.43, 3.19, -2.79)  1.407
C (-2.86, 2.84, -4.04)  -0.933
C (-1.74, 2.06, -4.07)  -1.353
C (-1.14, 1.67, -2.86)  -0.355
N (-1.63, 2.00, -1.69)  0.887
C (-2.79, 2.71, -1.63)  -0.332
H (0.93, 0.99, 5.19)  0.463
H (1.18, 1.24, 2.70)  0.397
H (-1.32, 1.35, 6.20)  0.384
H (-3.75, 1.90, 5.87)  0.366
H (-5.58, 2.41, 4.29)  0.396
H (-5.18, 2.61, 1.91)  0.574
H (-4.87, 4.09, 0.69)  0.627
H (-5.92, 4.94, -1.32)  0.358
H (-5.07, 4.37, -3.57)  0.380
H (-3.33, 3.18, -4.95)  0.390
H (-1.28, 1.76, -5.00)  0.529
H (-0.25, 1.07, -2.86)  1.150
C (3.59, -2.59, 2.17)  -1.825
C (2.85, -2.76, 0.84)  1.804
C (3.35, -3.98, 0.10)  -1.956
O (1.46, -2.86, 1.07)  -0.418
C (0.83, -1.57, 0.90)  -0.581
C (2.06, -0.69, 0.48)  -1.017
O (3.01, -1.64, 0.01)  -0.261
C (2.10, 0.63, -0.34)  2.283
O (1.14, 1.49, 0.12)  -0.541
C (2.07, 0.55, -1.87)  -0.418
C (2.15, 1.77, -2.54)  -0.526
C (2.15, 1.84, -3.92)  -0.704
C (2.05, 0.67, -4.67)  -0.755
C (1.98, -0.55, -4.02)  -0.838
C (1.99, -0.61, -2.63)  0.713
C (3.51, 1.22, 0.01)  0.370
C (3.59, 2.28, 0.90)  -0.404
C (4.82, 2.82, 1.26)  -0.821
C (5.99, 2.29, 0.73)  -0.499
C (5.91, 1.24, -0.18)  -0.962
C (4.68, 0.71, -0.54)  -0.225
C (-0.55, -1.73, 0.17)  1.642
O (-1.18, -0.53, 0.16)  -0.861
C (-0.46, -2.33, -1.24)  -0.240
C (-1.19, -1.71, -2.25)  -0.813
C (-1.18, -2.19, -3.55)  -0.651
C (-0.43, -3.31, -3.87)  -0.817
C (0.28, -3.96, -2.87)  -1.441
C (0.26, -3.49, -1.57)  0.303
C (-1.36, -2.68, 1.11)  0.126
C (-1.82, -2.10, 2.29)  -0.200
C (-2.57, -2.82, 3.20)  -0.792
C (-2.90, -4.14, 2.95)  -0.587
C (-2.48, -4.72, 1.76)  -0.972
C (-1.71, -4.00, 0.85)  -0.294
H (3.51, -3.51, 2.75)  0.465
H (3.16, -1.78, 2.76)  0.326
H (4.64, -2.36, 1.99)  0.340
H (3.03, -4.88, 0.62)  0.371
H (4.44, -3.96, 0.05)  0.452
H (2.95, -3.98, -0.91)  0.415
H (0.53, -1.20, 1.88)  0.229
H (2.41, -0.32, 1.46)  0.601
H (2.21, 2.68, -1.95)  0.454
H (2.21, 2.80, -4.42)  0.419
H (2.04, 0.71, -5.76)  0.396
H (1.90, -1.47, -4.59)  0.446
H (1.95, -1.58, -2.14)  0.543
H (2.66, 2.69, 1.29)  0.194
H (4.86, 3.64, 1.96)  0.428
H (6.95, 2.71, 1.00)  0.377
H (6.82, 0.83, -0.61)  0.411
H (4.63, -0.10, -1.25)  0.344
H (-1.76, -0.83, -1.97)  0.594
H (-1.75, -1.68, -4.31)  0.394
H (-0.41, -3.69, -4.89)  0.408
H (0.85, -4.85, -3.11)  0.366
H (0.79, -4.01, -0.79)  1.157
H (-1.62, -1.05, 2.46)  0.005
H (-2.92, -2.34, 4.11)  0.462
H (-3.50, -4.71, 3.65)  0.375
H (-2.75, -5.75, 1.54)  0.405
H (-1.41, -4.48, -0.07)  0.458